No. 1
Computed, not measured: a structure of composition C6H12N2O, with the ωB97M-V functional and the def2-TZVPD basis.

```
21
Properties=species:S:1:pos:R:3:forces:R:3
C 2.5222 0.0300 0.7271 2.194 -0.717 0.649
C 1.3900 0.4546 -0.3539 2.496 2.062 -1.278
C 0.0023 0.9031 -0.0151 0.184 1.147 -1.583
C -2.1571 0.4267 0.6038 -1.069 -0.197 2.353
C -2.5820 -0.8653 -0.1255 -4.645 -1.326 -2.686
C -1.1209 -1.2520 -0.3921 0.803 -0.038 3.423
H 3.1741 -1.2379 -0.6664 -0.167 -0.498 -0.289
H 3.2008 0.8887 1.3550 -2.562 -2.199 -1.861
H 2.2402 -0.8857 1.5143 0.089 2.794 -1.998
H 1.7112 1.2823 -1.1542 0.294 -1.440 2.199
H 1.4444 -0.3982 -1.0542 -0.917 -0.061 0.504
H 0.2614 2.8107 -0.3386 -2.624 -2.168 -0.673
H -2.1974 1.6345 0.0484 -0.423 -3.991 2.012
H -2.4085 0.2432 1.8209 0.353 1.319 -3.237
H -3.4622 -1.6694 0.5778 3.060 2.449 -2.632
H -3.0380 -0.5734 -1.3103 0.697 -1.141 3.715
H -0.6853 -1.1728 -1.3329 0.001 0.149 -2.132
H -0.5438 -2.0113 0.1279 -0.980 -1.261 -0.189
N -0.5844 2.0426 -0.3315 5.468 2.054 1.252
N -0.7694 -0.0782 0.4377 -1.364 1.758 0.920
O 3.6024 -0.5723 -0.1380 -0.888 1.304 1.531
```
Forces are in eV/Å.

Calculated values
Electronic energy (eV): -11437.259
Energy above the lowest of the compared OMol25 structures with the same formula, charge and spin (eV): 7.4118
Charge: 0
Frontier orbital gap (Eh): 0.336

No. 2
Computed, not measured: an isolated molecule of C4H8O2, with the ωB97M-V functional and the def2-TZVPD basis.

```
14
Properties=species:S:1:pos:R:3:forces:R:3
C 0.5077 -0.5291 1.2930 -0.202 -0.027 -0.093
C -0.4340 -0.1833 0.1535 0.260 0.145 0.175
O -1.6461 -0.8913 0.1007 -0.106 0.085 0.178
C -0.4330 1.2212 -0.4073 -0.065 0.127 0.014
C 0.1559 0.0848 -1.1927 -0.188 0.079 -0.158
O 1.5432 0.0999 -1.3479 0.087 -0.126 -0.046
H 0.2376 -0.0213 2.2283 -0.007 -0.132 -0.209
H 1.5225 -0.2256 1.0166 -0.154 -0.030 0.197
H 0.4905 -1.6135 1.4621 0.023 0.223 -0.026
H -2.2862 -0.4439 0.6687 0.108 -0.093 -0.053
H -1.3717 1.6466 -0.7558 0.163 -0.153 0.083
H 0.2689 1.9332 0.0230 -0.099 -0.191 -0.084
H -0.4136 -0.2800 -2.0480 0.093 0.054 0.149
H 1.8583 -0.7978 -1.1942 0.088 0.038 -0.125
```
Forces are in eV/Å.

Calculated values
Electronic energy (eV): -8371.476
Energy above the lowest of the compared OMol25 structures with the same formula, charge and spin (eV): 1.8057
Charge: 0
Frontier orbital gap (Eh): 0.389
Structure (SMILES): C[C@@]1(O)C[C@H]1O

No. 3
Computed, not measured: a cluster of 2 separate species, C15H7F3N5O7S in total, with the ωB97M-V functional and the def2-TZVPD basis.

```
38
Properties=species:S:1:pos:R:3:forces:R:3
F 4.9741 0.1669 2.3047 -0.373 -0.710 0.068
C 3.9138 -0.6615 2.2693 -0.283 -0.089 0.134
F 4.0453 -1.5091 1.2157 0.100 0.595 0.866
F 3.8579 -1.3826 3.4138 0.409 0.352 -0.891
S 2.3612 0.3672 2.1147 -1.565 -1.236 -0.425
C 1.1873 -0.7991 1.6072 0.965 0.171 0.357
C -0.1578 -0.5837 1.9648 -0.140 0.173 0.155
C -1.0172 -1.7090 2.0901 -0.235 0.214 -0.087
C -2.3730 -1.5383 2.2691 0.176 -0.190 -0.065
C -2.9230 -0.2516 2.3482 -0.332 0.109 -0.046
C -4.3511 -0.1203 2.4109 -1.866 0.005 -0.014
N -5.5221 -0.0782 2.4195 2.130 0.016 0.061
C -2.0801 0.8736 2.3240 0.297 -0.107 0.133
C -0.7118 0.7180 2.1744 -0.485 -0.262 0.068
O 2.0369 0.8572 3.4392 0.755 0.342 -0.448
O 2.6639 1.3016 1.0512 0.425 0.247 0.336
H 1.5288 -1.8110 1.4046 0.186 0.289 0.089
H -0.5695 -2.7042 2.0486 -0.228 0.260 -0.047
H -3.0324 -2.4009 2.3562 0.132 0.170 -0.052
H -2.5235 1.8635 2.4450 0.188 -0.241 -0.059
H -0.0480 1.5807 2.2239 -0.277 -0.170 -0.182
O -2.3265 2.4086 -4.5466 1.082 -1.981 0.630
N -1.9558 1.2287 -4.4181 -1.794 0.000 -1.734
O -2.4509 0.2924 -5.0839 0.943 1.367 1.101
C -0.9318 0.8759 -3.4548 0.881 -0.491 1.092
C -0.5554 -0.4509 -3.2601 -0.899 1.374 -0.623
C 0.3814 -0.7956 -2.2548 0.734 2.198 0.977
N 0.8061 -2.1769 -2.1905 0.723 -2.775 0.441
O 0.2204 -2.9937 -2.9395 0.930 1.579 1.206
O 1.7193 -2.5196 -1.4093 -1.793 1.193 -1.458
C 0.9560 0.1761 -1.4091 0.348 -1.793 -0.472
C 0.6858 1.5354 -1.6641 -0.187 2.632 -0.200
N 1.2852 2.6824 -1.1983 -1.539 -0.594 -1.914
O 0.7260 3.7058 -1.9877 -0.459 -2.779 0.544
N -0.2305 3.2423 -2.8821 0.840 -1.502 1.300
C -0.2662 1.9035 -2.6694 0.156 1.637 -1.048
H -0.9840 -1.2194 -3.9014 0.078 0.214 0.291
H 1.6612 -0.0745 -0.6255 -0.027 -0.218 -0.086
```
Forces are in eV/Å.

Calculated values
Electronic energy (eV): -56430.949
Energy above the lowest of the compared OMol25 structures with the same formula, charge and spin (eV): 0.0000
Charge: -1
Frontier orbital gap (Eh): 0.152

No. 4
Computed, not measured: an isolated molecule of C3H5NO2, with the ωB97M-V functional and the def2-TZVPD basis.

```
11
Properties=species:S:1:pos:R:3:forces:R:3
C 0.9583 0.7928 -0.0944 0.128 -2.214 -0.492
C -0.2011 -0.2206 -0.1659 0.819 -2.514 1.264
O -0.3305 -0.7917 -1.4099 0.092 -1.600 -0.445
O -0.0423 -1.3184 0.9072 0.853 1.977 -1.660
C -1.4521 0.2982 0.2846 -1.461 1.390 -0.170
N -2.4503 0.7747 0.5774 -0.359 0.068 0.259
H 1.3338 1.0037 -1.0835 -0.113 0.182 -0.298
H 1.7813 0.3258 0.4632 -0.156 0.227 -0.098
H 0.6006 1.6427 0.3890 -0.245 1.619 0.775
H -0.6989 -1.7244 -1.3711 0.502 1.726 0.318
H 0.5012 -0.7827 1.5035 -0.060 -0.861 0.548
```
Forces are in eV/Å.

Calculated values
Electronic energy (eV): -8775.804
Energy above the lowest of the compared OMol25 structures with the same formula, charge and spin (eV): 1.8905
Charge: 0
Frontier orbital gap (Eh): 0.439
Structure (SMILES): CC(O)(O)C#N

No. 5
Computed, not measured: an isolated molecule of CH2NOP, with the ωB97M-V functional and the def2-TZVPD basis.

```
6
Properties=species:S:1:pos:R:3:forces:R:3
C -0.8826 2.6955 -0.7361 -0.094 0.298 -0.272
N -0.1491 1.7866 -0.8017 0.971 0.226 -0.629
O -0.5919 -0.1006 0.4331 -0.795 -1.408 0.072
P 0.7852 0.5374 -0.0671 0.454 -0.653 -1.437
H -0.6253 -0.2805 1.3553 -0.039 -0.262 1.236
H 1.0425 -0.4957 -1.2060 -0.497 1.799 1.029
```
Forces are in eV/Å.

Calculated values
Electronic energy (eV): -13894.303
Energy above the lowest of the compared OMol25 structures with the same formula, charge and spin (eV): 1.0688
Charge: 0
Frontier orbital gap (Eh): 0.380

No. 6
Computed, not measured: a structure of composition C19H28Cl5O3PPd, with the ωB97M-V functional and the def2-TZVPD basis.

```
57
Properties=species:S:1:pos:R:3:forces:R:3
Pd -0.6674 0.5367 0.4210 -0.323 0.192 -0.353
Cl 1.6464 -0.2650 -2.2893 -0.224 -0.505 0.036
C 1.0616 2.2700 -1.4597 -0.429 -0.719 0.598
C 0.5313 2.0574 -0.1703 0.278 -0.147 0.231
C 0.8961 2.9442 0.8419 0.042 -0.073 0.005
Cl 0.3160 2.7168 2.4613 0.013 -0.005 -0.019
C 1.7528 4.0173 0.6020 -0.056 0.040 -0.020
Cl 2.1770 5.1003 1.8688 0.003 -0.015 -0.009
C 2.2603 4.2216 -0.6780 0.010 0.007 -0.013
Cl 3.2940 5.5638 -0.9837 0.007 -0.026 -0.009
C 1.9162 3.3422 -1.7021 -0.002 0.219 -0.050
Cl 2.5161 3.6714 -3.2896 -0.104 0.033 -0.037
C -4.1728 -0.5397 0.1856 -0.014 0.028 0.005
C -3.3918 -0.2152 1.4484 0.011 0.051 0.023
C -4.0427 -0.7621 2.6995 0.014 -0.005 0.007
O -2.0522 -0.8122 1.3308 0.028 -0.041 -0.083
C -3.2161 1.3294 1.5132 0.008 -0.034 -0.022
O -4.0806 1.9659 2.0840 -0.029 0.004 -0.040
O -2.2105 1.8169 0.8745 0.073 0.073 -0.003
H -4.3405 -1.6180 0.0994 0.011 -0.001 -0.005
H -3.6383 -0.1815 -0.6961 -0.006 0.007 -0.001
H -5.1433 -0.0464 0.2236 -0.007 -0.016 0.007
H -4.3744 -1.7926 2.5518 0.031 -0.011 0.008
H -4.8969 -0.1374 2.9512 -0.023 -0.026 -0.021
H -3.3394 -0.7308 3.5312 -0.011 0.032 0.007
H -2.1324 -1.6640 0.8876 -0.057 -0.030 0.050
C -0.6453 -3.0221 -1.2534 0.021 -0.046 0.042
C 0.5173 -2.7491 -0.2940 0.011 0.243 -0.234
C 0.3251 -3.5278 1.0124 -0.011 -0.055 -0.019
P 0.9116 -0.9293 -0.1627 0.277 -0.307 0.960
C 2.2955 -0.9777 1.0955 -0.095 -0.101 -0.058
C 1.7170 -0.7171 2.4919 0.107 -0.085 0.063
C 3.4969 -0.0405 0.8709 -0.013 0.021 -0.017
C 0.6996 1.2369 -2.4752 0.726 1.279 -2.339
C 1.7467 0.7577 -3.5104 -0.555 0.690 0.032
C -0.7010 1.2626 -3.0717 -0.314 -0.413 1.050
H -0.7040 -4.0899 -1.4742 -0.031 -0.004 0.026
H -0.5544 -2.4938 -2.2014 0.000 -0.005 -0.015
H -1.6011 -2.7262 -0.8130 -0.002 0.013 -0.019
H 1.4401 -3.1072 -0.7744 -0.031 -0.096 0.016
H -0.7357 -3.5980 1.2635 0.005 0.080 0.052
H 0.8392 -3.0953 1.8648 0.058 -0.039 -0.017
H 0.6927 -4.5488 0.8949 -0.069 -0.022 -0.030
H 2.6597 -2.0090 1.0494 0.006 0.000 -0.024
H 1.4640 0.3360 2.5958 -0.023 0.006 -0.006
H 2.4657 -0.9626 3.2506 0.003 0.015 0.005
H 0.8146 -1.2888 2.7079 -0.002 0.009 -0.012
H 3.3891 0.8652 1.4689 -0.031 0.038 -0.060
H 3.6504 0.2839 -0.1583 0.034 -0.084 -0.019
H 4.4154 -0.5406 1.1803 -0.007 0.039 0.083
H 2.5968 0.3861 -1.5351 0.014 -0.070 0.067
H 0.5953 -1.0448 -2.7598 0.120 -0.019 -0.062
H 2.4625 -1.3646 -2.4455 0.209 0.059 0.266
H 2.2171 1.0211 -4.4377 0.223 -0.309 0.061
H -0.7734 0.5801 -3.9145 0.047 -0.008 -0.013
H -0.8761 2.2803 -3.4272 0.068 -0.018 -0.097
H -1.4895 1.0342 -2.3457 0.014 0.152 0.028
```
Forces are in eV/Å.

Calculated values
Electronic energy (eV): -101666.947
Energy above the lowest of the compared OMol25 structures with the same formula, charge and spin (eV): 15.8894
Charge: 0
Frontier orbital gap (Eh): 0.226

No. 7
Computed, not measured: a cluster of 2 separate species, C7H9BrOS in total, with the ωB97M-V functional and the def2-TZVPD basis.

```
19
Properties=species:S:1:pos:R:3:forces:R:3
C -0.0413 -1.4625 1.7550 -1.639 -0.727 -1.067
C 0.7372 -0.4213 1.8643 0.476 1.769 0.366
C -0.4565 0.1794 -1.4421 -2.379 -3.711 -0.599
C -1.5811 -1.3016 1.7066 1.878 0.676 -0.371
C -1.7012 0.2051 1.6711 -0.098 -0.604 0.522
C 1.7199 0.9257 -2.4179 1.013 -0.111 0.793
C 0.4451 1.3001 -1.6499 1.608 -1.437 -2.048
O -0.5358 -1.0071 -1.6962 0.873 3.051 0.422
S -0.2491 1.0624 2.0834 0.222 0.027 -0.184
Br -3.3724 0.9773 1.9555 -0.050 0.242 0.010
H 0.3540 -2.4204 1.6465 0.645 -1.548 -0.184
H 1.8505 -0.3576 1.8462 -1.217 -0.132 0.191
H -2.0897 -1.7089 0.7993 0.623 -0.076 0.641
H -1.8965 -1.8517 2.6036 -0.726 0.447 -0.005
H 2.4531 1.7377 -2.6316 -0.420 -0.294 1.136
H 1.5516 0.6264 -3.4091 -0.840 -0.901 -1.347
H 2.1442 0.0606 -1.8679 0.355 0.638 -0.539
H -0.0497 2.0829 -2.1743 -0.679 0.997 0.530
H 0.7177 1.3735 -0.6423 0.356 1.694 1.732
```
Forces are in eV/Å.

Calculated values
Electronic energy (eV): -90325.663
Energy above the lowest of the compared OMol25 structures with the same formula, charge and spin (eV): 2.0822
Charge: 0
Frontier orbital gap (spin up / spin down) (Eh): 0.280 / 0.275